Entry 1:
Molecular formula: C4H39O17
Method: DFT, the ωB97M-V functional and the def2-TZVPD basis

Element x y z (Å)
O (2.01, -2.85, -0.82)
O (-0.70, -2.01, 1.62)
O (2.24, -0.01, 3.83)
O (3.05, 0.22, -0.22)
O (-0.84, -3.71, -0.79)
O (-0.85, 0.38, -0.13)
O (2.51, 0.39, -2.89)
O (1.36, -1.95, -3.36)
O (-1.72, -1.36, -2.07)
O (0.85, 2.50, -3.36)
O (1.83, -1.56, 1.37)
O (-3.10, -0.82, 1.81)
O (-2.82, 2.36, -0.01)
O (-2.57, 1.77, 2.69)
O (-4.22, -1.79, -0.54)
O (-0.52, 0.38, 4.03)
O (-1.81, 2.95, -2.62)
C (0.89, 1.58, 1.05)
C (2.26, 2.25, 1.04)
C (3.36, 1.54, 0.23)
C (0.24, 1.34, -0.29)
H (4.28, 1.53, 0.81)
H (2.58, 2.32, 2.07)
H (0.33, -1.82, 1.54)
H (0.91, 0.96, -1.04)
H (-3.80, -2.68, -0.60)
H (-0.62, -0.25, 0.54)
H (-2.24, 2.22, -3.08)
H (-3.53, -1.29, 2.54)
H (1.01, 0.63, 1.54)
H (-0.72, -0.42, 3.57)
H (-3.87, -1.38, 0.27)
H (-1.16, 1.04, 3.63)
H (2.15, -0.51, 2.97)
H (0.42, -1.79, -3.41)
H (-2.55, 2.79, -0.85)
H (2.06, -0.46, -3.07)
H (-1.07, -2.89, -1.27)
H (-2.16, -1.21, 1.76)
H (1.38, 1.66, -3.23)
H (0.20, 2.12, 1.69)
H (-1.40, -0.66, -1.46)
H (3.55, 2.09, -0.68)
H (-2.85, 0.90, 2.34)
H (1.55, -2.27, -2.45)
H (1.46, 3.21, -3.28)
H (2.37, -2.16, 1.89)
H (2.15, 3.28, 0.68)
H (-0.91, -2.58, 0.82)
H (-0.23, 2.26, -0.67)
H (-0.84, 2.81, -2.82)
H (2.99, -2.75, -1.03)
H (-2.56, -1.62, -1.68)
H (-2.30, 1.52, -0.02)
H (-2.54, 2.29, 1.88)
H (2.77, 0.31, -1.96)
H (2.66, -0.35, 0.48)
H (1.85, -2.32, 0.04)
H (0.06, -3.88, -1.00)
H (1.33, 0.27, 4.05)

Properties
Total charge   -1
Total energy   -1455.0662 hartree
LUMO energy   2.640 eV
HOMO level   -0.2781 hartree
Orbital gap   10.2 eV

=====

Entry 2:
Molecular formula: C4H3BrN2O6S
Method: DFT, the ωB97M-V functional and the def2-TZVPD basis

Element x y z (Å)
Br (2.26, 1.88, -0.60)
S (0.00, -0.47, -1.42)
O (-1.07, 1.73, 2.63)
O (-0.57, -1.73, -1.81)
O (-1.36, -1.35, 0.83)
O (-3.30, -0.70, 0.18)
O (0.55, 0.34, -2.50)
O (-1.74, 1.54, -0.79)
N (-0.33, 1.25, 1.86)
N (-2.11, -0.67, 0.22)
C (-1.32, 0.46, -0.54)
C (1.37, -0.85, -0.33)
C (1.53, 0.32, 0.57)
C (0.24, 0.71, 1.03)
H (2.29, -0.98, -0.86)
H (2.44, 0.31, 1.25)
H (1.12, -1.79, 0.28)

Properties
Total energy   -3687.0786 hartree
SMILES string   O=C([N+](=O)[O-])S(=O)(=O)C[C@@H](Br)C#[N+][O-]
LUMO energy   -2.000 eV
HOMO level   -0.3922 hartree
Orbital gap   8.7 eV

=====

Entry 3:
Molecular formula: C4H3BrOS
Method: DFT, the ωB97M-V functional and the def2-TZVPD basis

Element x y z (Å)
Br (-2.82, -2.51, -0.72)
S (-1.15, 0.85, -0.72)
O (-1.22, -2.84, -1.03)
C (0.97, 0.85, 0.74)
C (0.96, -0.41, 0.07)
C (-0.02, -0.35, -0.84)
C (-0.04, 1.67, 0.34)
H (1.95, 1.21, 1.06)
H (1.65, -1.10, 0.25)
H (-0.29, 2.61, 0.86)

Properties
Total energy   -3201.3742 hartree
LUMO energy (spin up / spin down)   -3.030 / -3.018 eV
HOMO level (spin up / spin down)   -0.3088 / -0.3087 hartree
Orbital gap (spin up / spin down)   5.4 / 5.4 eV

=====

Entry 4:
Molecular formula: C4H3CaO6
Method: DFT, the ωB97M-V functional and the def2-TZVPD basis

Element x y z (Å)
Ca (3.12, -2.89, -1.69)
O (-0.98, 0.61, 2.50)
O (-1.51, -0.40, 0.59)
O (-3.08, 0.96, 1.90)
O (1.52, 0.50, -0.88)
O (3.27, -0.78, -1.34)
O (1.28, -1.71, -1.30)
C (-2.07, 0.17, 2.07)
C (0.12, 0.59, -0.68)
C (-0.31, -0.01, 0.62)
C (2.02, -0.68, -1.18)
H (-0.42, 0.14, -1.53)
H (-0.12, 1.66, -0.65)
H (-2.82, 1.84, 1.58)

Properties
Total charge   +1
Total energy   -1282.8937 hartree
LUMO energy (spin up / spin down)   -5.673 / -5.672 eV
HOMO level (spin up / spin down)   -0.3829 / -0.4222 hartree
Orbital gap (spin up / spin down)   4.7 / 5.8 eV

=====

Entry 5:
Molecular formula: C4H3CeFO5
Method: DFT, the ωB97M-V functional and the def2-TZVPD basis

Element x y z (Å)
Ce (2.59, 2.28, -1.33)
F (1.06, -1.79, -0.42)
O (1.92, 1.96, 0.91)
O (-1.95, 0.02, 0.17)
O (0.71, 0.26, 0.52)
O (-3.34, 1.73, -0.20)
O (2.99, 0.06, 0.71)
C (-2.64, 0.85, -0.57)
C (1.95, 0.69, 0.94)
C (0.21, -1.02, 0.31)
C (-1.11, -0.95, -0.45)
H (-0.93, -0.70, -1.50)
H (-1.59, -1.93, -0.38)
H (0.12, -1.46, 1.30)

Properties
Total charge   +2
Total energy   -1104.5971 hartree
LUMO energy (spin up / spin down)   -12.161 / -10.177 eV
Multiplicity   3
HOMO level (spin up / spin down)   -0.5427 / -0.6535 hartree
Orbital gap (spin up / spin down)   2.6 / 7.6 eV

=====

Entry 6:
Molecular formula: C4H3Cl2N
Method: DFT, the ωB97M-V functional and the def2-TZVPD basis

Element x y z (Å)
Cl (-3.78, 1.37, -0.01)
Cl (-2.54, -1.82, -0.01)
N (-0.39, -0.35, 0.00)
C (-1.70, -0.21, 0.00)
C (-2.09, 1.07, 0.00)
C (0.75, -0.13, 0.06)
C (2.16, -0.01, 0.00)
H (2.49, 0.19, -1.02)
H (2.62, -0.93, 0.35)
H (2.48, 0.82, 0.64)

Properties
Total energy   -1129.2053 hartree
LUMO energy   0.013 eV
HOMO level   -0.2887 hartree
Orbital gap   7.9 eV